Formula: C8H27N10O6Tl
Source: OMol25
Level of theory: ωB97M-V/def2-TZVPD

The geometry in XYZ format:
```
52
Properties=species:S:1:pos:R:3:forces:R:3
Tl 2.45576 -0.05294 0.98981 0.0937 -0.0833 0.0773
C -3.97921 2.34200 -2.90830 -0.1281 -0.9606 0.8721
C -4.11796 1.57422 -1.52836 4.5472 3.5346 -1.5329
C -4.44738 0.12080 -1.84619 0.1474 -4.8277 0.7850
O -3.05683 1.60828 -0.65906 -3.6327 -0.2857 -2.2707
H -3.90593 3.42858 -2.86284 0.1673 -0.0879 0.4046
H -4.82059 2.09259 -3.55482 -0.2820 0.0436 0.3127
H -3.13100 1.92279 -3.44949 0.3428 0.2029 0.1894
H -5.07894 1.76204 -1.04945 -0.8070 -0.0522 1.1767
H -5.30700 -0.12060 -2.47141 -0.2962 1.1296 0.2302
H -4.49011 -0.48025 -0.93789 -0.6569 0.3278 0.3252
H -3.61533 -0.42125 -2.29558 0.5764 0.9522 -0.5315
C -2.85833 -4.44993 3.34790 -1.0687 -0.4766 -0.0567
O -1.85556 -4.03800 2.79507 0.3309 -0.3309 0.1303
N -3.79823 -3.68655 3.91706 -0.5410 3.0254 0.9496
N -3.31950 -5.70441 3.48535 1.4701 -2.2512 -1.3281
H -3.51287 -2.73006 4.07135 -0.6420 0.0065 -0.0792
H -4.76976 -3.95699 3.86148 0.3313 0.4070 0.1987
H -4.15366 -5.93501 4.00603 0.4974 -0.0024 -0.1906
H -2.83754 -6.39124 2.92315 -0.3631 -0.3183 0.3489
C -1.69585 2.08305 6.53629 4.4619 -1.3956 -3.4641
O -0.68508 1.59522 5.96471 -1.3598 0.2498 -0.0607
N -2.67946 2.67693 5.93955 -2.7175 1.4204 -4.4386
N -1.82312 2.15187 7.77361 -0.8303 0.0490 8.4444
H -2.53345 2.73290 4.94174 -0.4405 0.2439 0.1221
H -3.36747 3.28999 6.35298 0.3766 -0.2474 0.0142
H -1.21493 1.80044 8.49935 0.3030 -0.1561 -0.7412
H -2.65935 2.57344 8.15191 0.2085 -0.1593 0.0593
C 2.32244 6.22757 -3.21341 1.0048 -3.3409 2.3345
O 2.25471 5.20469 -2.49121 0.2936 1.1770 -0.0266
N 1.45974 6.42248 -4.14428 -4.1009 -0.3784 -2.4458
N 3.24223 7.13988 -3.24033 3.1821 2.6849 0.8951
H 0.63426 5.88910 -3.91150 -0.3271 0.3026 -1.1138
H 1.53734 7.13145 -4.85943 -0.4296 -0.3167 0.2344
H 2.97961 7.99065 -3.71710 0.5398 -0.0023 0.3228
H 3.96838 7.20539 -2.54139 -0.1830 -0.1649 -0.1706
C 7.33197 -4.92296 3.05383 -3.1173 0.6333 0.4010
O 6.33997 -4.21351 3.06185 -1.2595 0.6516 0.4246
N 7.44579 -6.07909 3.64318 -0.4951 -2.6751 2.1017
N 8.35390 -4.64581 2.35026 5.0041 2.0711 -3.4593
H 6.65293 -6.37463 4.19465 0.5419 -0.3645 -0.0051
H 8.30136 -6.59910 3.51024 -0.6662 -0.3407 0.4855
H 9.21629 -5.16342 2.44227 -0.1559 0.3414 -0.2301
H 8.35867 -3.79129 1.81187 0.1062 -0.2537 0.2394
C 0.83713 -0.80544 -6.39718 0.9950 -3.2344 2.4364
O 1.16111 -0.84567 -5.22065 -0.2790 0.6352 0.7846
N 0.32529 -1.83150 -7.06176 -2.2375 -2.9661 -0.1092
N 1.15129 0.04177 -7.28707 1.7592 5.9689 -2.7592
H 0.46799 -2.73761 -6.63904 -0.4160 0.0101 -0.5083
H 0.26312 -1.66205 -8.05551 -0.1757 -1.4924 0.3708
H 1.79304 0.78411 -7.04792 -0.3847 0.1320 -0.3875
H 0.86008 -0.15293 -8.23438 0.7125 0.9647 0.2386
```
Forces are in eV/Å.

Calculated values
Orbital gap ... 1.19 eV
HOMO ... -12.6 eV
Net charge ... +2

Atom charges from the Löwdin analysis, given in e for atoms 1 to 8: atom 1 (Tl): 0.99, atom 2 (C): 0.00, atom 3 (C): -0.39, atom 4 (C): 0.01, atom 5 (O): 0.23, atom 6 (H): 0.10, atom 7 (H): 0.09, atom 8 (H): 0.10



Formula: C8H27N9O9SV
Source: OMol25
Level of theory: ωB97M-V/def2-TZVPD

The geometry in XYZ format:
```
55
Properties=species:S:1:pos:R:3:forces:R:3
V 17.23210 25.74626 -23.81840 -0.7316 -3.3581 0.9730
S 16.37065 23.37484 -22.57448 -2.2528 -1.6570 2.3458
O 16.50829 22.89075 -21.22173 0.1431 0.0271 -0.6649
O 15.62941 22.50871 -23.46310 -0.6539 -0.8010 -0.0976
O 15.88566 24.76617 -22.60127 -3.5474 4.0501 0.7274
O 17.56956 23.78580 -23.23379 7.1934 0.0179 -3.1393
C 18.29907 29.91965 -24.77745 -0.1928 0.6624 1.0559
C 17.68092 28.69198 -24.05229 1.0391 0.5635 -2.7546
C 16.27895 28.94610 -23.63620 -0.7105 -1.5926 0.2592
O 15.70975 27.65162 -23.32877 1.9864 0.5710 0.1400
C 14.43128 27.75946 -22.82147 -1.0291 -0.7723 -0.5316
N 17.65421 27.52979 -25.04852 0.3945 1.3466 1.7647
H 19.38117 29.90909 -24.90802 0.0614 -0.5744 0.1361
H 18.13501 30.76349 -24.10729 0.0080 0.3247 -0.0456
H 17.89231 30.22035 -25.74297 -0.4647 -0.4386 0.0089
H 18.32055 28.48308 -23.19478 -0.1581 -0.5242 -0.1565
H 15.63772 29.29834 -24.44418 0.1910 0.8790 -0.0370
H 16.31951 29.58667 -22.75522 -0.5315 0.3435 -0.0421
H 14.42426 28.38791 -21.93092 -0.6588 0.4614 -0.3145
H 14.04210 26.78420 -22.52903 0.4224 -0.1766 0.0170
H 13.85498 28.06072 -23.69625 -0.9109 0.7663 0.5695
H 18.50864 27.68439 -25.56442 0.3135 -0.7514 -0.0929
H 16.92677 27.73561 -25.71826 -0.4593 -0.1625 -0.0937
C 20.37819 25.23884 -24.01084 -0.4001 0.5517 -0.0351
O 19.35751 25.74772 -23.61511 -2.6274 1.4630 0.6153
N 21.21581 24.70841 -23.19513 1.4338 -1.2858 3.1974
N 20.84738 25.24842 -25.21110 0.6721 0.6826 -4.8764
H 20.92388 25.02250 -22.28067 1.1663 -0.7954 0.6173
H 22.14014 24.51778 -23.55480 -0.0327 -0.1124 1.2075
H 21.84505 25.11493 -25.29436 -0.3839 0.1079 -0.5909
H 20.38393 25.82752 -25.89662 0.1616 -0.3230 -0.0114
C 17.43653 26.97186 -20.71186 -2.1552 -0.6710 -2.5905
O 17.58246 26.58135 -21.86311 1.9751 -0.0677 -0.9764
N 18.00205 26.47773 -19.65545 1.1370 -0.3350 1.6679
N 16.47209 27.85666 -20.45143 -1.4588 1.9633 1.2775
H 18.69387 25.74625 -19.73552 -0.3988 0.0528 0.4125
H 17.63735 26.90982 -18.81856 1.0206 -0.7629 0.4553
H 15.99432 28.40640 -21.15116 0.4677 -0.7308 0.1743
H 16.01039 27.78768 -19.55579 0.0186 0.3691 -0.1855
C 14.45175 25.01843 -25.50006 -0.1384 -2.1693 0.9312
O 15.51018 25.42737 -25.06508 1.6050 2.4783 -0.1625
N 14.00541 23.84942 -25.16363 -1.3274 -2.7497 0.6703
N 13.66603 25.58975 -26.36883 -1.3414 3.8859 -2.6607
H 13.05443 23.57634 -25.36650 0.3582 -0.0263 0.0514
H 14.58782 23.23586 -24.61186 0.2985 -0.3517 0.6742
H 12.86120 25.17474 -26.81617 0.3752 -0.1179 0.3998
H 13.81898 26.56952 -26.56054 -0.0952 -0.2069 -0.1218
C 18.10081 24.23301 -26.73885 -1.5810 0.8753 5.7920
O 17.87492 24.94303 -25.70484 0.9560 -0.2728 -2.9137
N 18.36902 22.98682 -26.65321 1.6276 -5.1268 3.4615
N 17.99400 24.45701 -27.97464 -0.6353 4.2534 -5.0620
H 18.45299 22.38100 -27.45697 -0.1703 -0.1574 0.7444
H 18.35188 22.62488 -25.71045 0.1780 -0.5636 -0.0999
H 17.68640 25.38022 -28.24513 0.3647 -0.3639 -0.8993
H 18.45144 23.72801 -28.50321 -0.5215 1.3023 -1.1910
```
Forces are in eV/Å.

Calculated values
Orbital gap (spin up / spin down) ... 8.22 / 8.33 eV
⟨S²⟩ ... 2.02
HOMO (spin up / spin down) ... -10.8 / -10.9 eV
2S+1 ... 3
Net charge ... +1

Atom charges from the Löwdin analysis, given in e for atoms 1 to 8: atom 1 (V): 1.12, atom 2 (S): 0.27, atom 3 (O): -0.28, atom 4 (O): -0.31, atom 5 (O): -0.38, atom 6 (O): -0.37, atom 7 (C): -0.04, atom 8 (C): -0.35



Q: Which value of net charge does entry 1 give?
A: +2



Q: Which of these has the lowest net charge?
A: C8H27N9O9SV



Q: net charge of number 2 (C8H27N9O9SV)?
A: +1